Computed, not measured: C4H6OS as an isolated structure, with ωB97M-V/def2-TZVPD.

Properties
Total charge: 0
Electronic energy (Eh): -629.277576
Kohn-Sham gap (eV): 9.2380

XYZ file:
```
12
C4H6OS (ωB97M-V/def2-TZVPD)
C 1.6394 -0.5195 -0.0787
C -0.4977 0.1635 0.9393
C -1.7521 0.4207 -0.0245
C -0.3577 0.2043 -0.5804
H 2.1852 -1.3519 0.3753
H 2.3788 -0.0957 -0.8240
H -0.5267 -0.9301 1.2732
H -2.0890 1.3451 -0.3514
H -2.5342 -0.3785 0.0734
H -0.0086 1.1433 -1.0993
O 0.4764 -0.8474 -0.8779
S 1.0863 0.8462 1.1751
```

The molecule's natural (NBO) atomic charges, reported in e, are given here:
1. C -0.21
2. C -0.47
3. C -0.37
4. C 0.08
5. H 0.20
6. H 0.19
7. H 0.23
8. H 0.22
9. H 0.24
10. H 0.19
11. O -0.51
12. S 0.21

=====

Computed, not measured: one molecule with the formula C4H6OS, with ωB97M-V/def2-TZVPD.

Properties
Total charge: 0
Electronic energy (Eh): -629.379807
SMILES: C=C(C=O)CS
Kohn-Sham gap (eV): 9.0642

XYZ file:
```
12
C4H6OS (ωB97M-V/def2-TZVPD)
C 0.3149 0.9965 0.0416
C -0.0363 0.0246 -0.9796
C 0.3176 0.3045 -2.2745
C -1.0013 -1.1232 -0.7956
H 1.9601 -0.0403 1.6303
H -0.5638 1.6052 0.2138
H 1.0619 1.5821 -0.3908
H 1.1002 1.1014 -2.4434
H -0.0364 -0.3771 -3.0412
H -1.3220 -1.5348 -1.8391
O -1.3759 -1.4131 0.3093
S 0.7024 0.4846 1.7153
```

The molecule's natural (NBO) atomic charges, reported in e, are given here:
1. C -0.56
2. C -0.12
3. C -0.34
4. C 0.41
5. H 0.12
6. H 0.24
7. H 0.22
8. H 0.21
9. H 0.20
10. H 0.11
11. O -0.50
12. S -0.01

=====

Computed, not measured: a 2-piece molecular cluster, C4H6OS overall, with ωB97M-V/def2-TZVPD.

Properties
Total charge: 0
Electronic energy (Eh): -629.321338
SMILES: C=C=C.OC=S
Kohn-Sham gap (eV): 9.0748

XYZ file:
```
12
C4H6OS (ωB97M-V/def2-TZVPD)
C -0.1616 1.4029 0.8608
C -0.9756 1.9691 0.0022
C 0.7001 0.9814 1.7307
C 0.5465 -2.1999 -1.1421
O -0.6358 -2.0879 -1.6411
S 1.3546 -1.1948 -0.2298
H -1.0584 1.4867 -1.0058
H -1.6017 2.7407 0.2324
H 0.3805 0.1308 2.3098
H 1.7597 1.2158 1.7269
H 0.9924 -3.1561 -1.3730
H -1.3007 -1.2887 -1.4710
```

The molecule's natural (NBO) atomic charges, reported in e, are given here:
1. C 0.14
2. C -0.51
3. C -0.51
4. C 0.05
5. O -0.67
6. S -0.08
7. H 0.20
8. H 0.22
9. H 0.23
10. H 0.23
11. H 0.18
12. H 0.52